# 1
55
Properties=species:S:1:pos:R:3:forces:R:3:lowdin_spin:R:1 method="wB97M-V/def2-TZVPD" e_homo_ev="-9.42 / -10.84" homo_lumo_gap_ev="7.4 / 8.8" s2=15.759 charge=+1 multiplicity=8
O 2.030490 -1.352541 -1.210564 -0.27 0.07 0.17 -0.003
C 2.013530 -3.262536 0.327219 0.08 -0.06 0.27 0.000
O 1.543016 0.834509 0.493451 -0.29 -0.14 -0.12 -0.004
C 2.988425 -0.317412 -0.987306 0.17 -0.14 0.00 0.000
H 2.568093 -2.786371 1.145660 -0.02 0.01 0.00 0.000
O -0.208096 -0.307023 2.273414 -0.07 0.07 -0.49 -0.003
H 0.048777 5.051721 -4.381726 0.00 -0.02 0.00 0.000
H 3.998312 -0.717479 -1.110507 0.02 0.06 0.00 0.000
C -0.372546 3.450757 -3.013965 0.00 0.07 -0.03 0.000
C -1.482699 -3.529954 1.518730 -0.05 -0.04 0.19 0.000
H -2.860758 -0.540770 1.858049 0.02 0.00 -0.07 0.000
O -0.440148 0.809993 -2.118939 -0.18 0.10 -0.10 -0.009
C -2.598878 -1.609889 -2.962001 0.06 -0.08 -0.10 0.001
H -3.024715 -1.919982 2.958644 -0.02 0.04 0.01 0.000
Br -2.182512 6.754305 -0.285399 -0.08 0.07 0.13 0.000
C -0.917127 3.113338 -1.782223 0.02 -0.36 0.09 0.000
O -1.916878 -2.207079 1.234283 0.17 0.20 -0.19 -0.003
C -0.911413 1.672678 -1.323457 -0.17 1.70 -0.68 0.000
H 3.510324 -2.802882 -1.130630 -0.01 -0.03 0.01 0.000
C -1.178235 -0.847650 3.151818 0.13 0.02 0.19 0.000
Cl -3.332173 -0.779261 -1.574609 0.28 -0.31 -0.11 -0.001
C -1.452975 5.404144 -1.381334 0.06 0.00 -0.13 0.000
H 0.412142 -3.213266 2.544086 0.00 0.04 -0.02 0.000
H 1.958019 -3.280039 -1.818357 -0.06 0.00 0.02 0.000
C -0.371426 4.775345 -3.423657 -0.01 0.04 0.02 0.000
H -1.851429 -4.153813 0.704716 0.01 0.04 -0.05 0.000
H 1.583246 0.032758 3.238891 0.02 -0.01 -0.04 0.000
Cl -1.115306 -2.567370 -2.592899 -0.42 0.14 0.10 -0.002
C -0.911903 5.761076 -2.608208 0.01 -0.11 0.00 0.000
H 0.041713 2.670351 -3.636725 0.00 0.01 0.00 0.000
H -0.733764 -1.632643 3.774781 0.02 -0.01 -0.03 0.000
C 0.752226 0.598086 2.802312 -0.02 -0.11 0.24 0.000
H 0.409162 2.216027 1.422498 -0.05 -0.04 -0.03 0.000
Eu -0.399516 -0.698706 -0.340571 0.45 -1.45 0.71 7.030
H 2.074458 2.101567 2.039485 -0.05 0.06 0.03 0.000
H 3.589609 1.110333 0.493435 0.02 -0.01 -0.04 0.000
C 1.207847 1.530182 1.694050 0.30 -0.04 0.04 0.000
C 2.426943 -2.706674 -1.017665 0.16 0.08 -0.09 0.000
H -2.302527 -0.857084 -3.680012 -0.02 0.02 -0.03 0.000
H -3.318984 -2.319806 -3.344908 -0.04 0.05 -0.09 0.000
O -1.359185 1.428530 -0.167607 -0.08 0.09 0.00 -0.008
O 0.623634 -3.045079 0.498601 -0.28 0.12 -0.41 -0.002
H -1.933409 -3.884653 2.450972 -0.01 -0.03 -0.03 0.000
H -1.562112 -0.070676 3.821167 -0.03 -0.02 -0.01 0.000
H -0.917600 6.796681 -2.918012 0.01 0.00 -0.01 0.000
H 0.306898 1.201127 3.599886 0.02 0.02 -0.01 0.000
H -1.891628 3.804812 -0.006516 0.00 0.03 0.00 0.000
C -1.463491 4.088124 -0.957336 0.01 0.04 -0.01 0.000
H 3.044926 -0.433554 1.170304 -0.03 -0.01 0.00 0.000
C 0.024642 -3.664735 1.623420 0.23 -0.03 0.17 0.000
H 2.818874 0.438570 -1.753695 -0.09 -0.01 -0.01 0.000
C 2.853775 0.306326 0.382995 0.13 0.03 0.28 0.000
H 2.236670 -4.335188 0.350060 0.01 0.01 -0.01 0.000
H 0.273774 -4.731748 1.641873 -0.01 0.00 0.03 0.000
C -2.328093 -1.375478 2.314029 -0.01 -0.18 0.23 0.001



# 2
57
Properties=species:S:1:pos:R:3:forces:R:3:lowdin_spin:R:1 method="wB97M-V/def2-TZVPD" e_homo_ev="-18.19 / -18.19" homo_lumo_gap_ev="6.6 / 6.9" s2=2.018 relative_energy_ev=0.000 charge=+3 multiplicity=3
H -1.066510 -1.605682 5.750307 0.00 0.00 0.00 0.000
H -4.485342 1.985046 -2.123567 -0.01 0.01 -0.01 0.000
N -3.426294 0.480515 -0.086573 0.01 -0.01 -0.02 0.000
H 2.468208 3.176955 -0.811614 0.01 0.00 0.02 0.000
N 0.032774 -0.442942 4.375362 -0.02 0.06 0.03 0.003
N -0.584982 1.607065 5.375746 0.02 0.04 -0.01 0.005
Mo -0.527160 0.873971 0.841490 0.08 -0.11 0.01 1.718
H -1.178835 0.282215 6.900911 0.00 -0.01 0.00 0.000
C -3.898376 2.524898 -1.393704 0.03 -0.04 0.02 -0.001
H 0.803186 2.550047 7.560091 0.00 0.00 0.00 0.000
H 0.241921 1.316783 8.683142 0.00 0.00 0.00 0.000
C -2.548976 -1.321207 0.760800 0.04 0.00 0.04 0.010
C 2.036546 2.397888 -0.184682 -0.02 0.01 -0.01 0.000
N -2.292605 -0.044121 0.424982 0.09 0.09 0.02 -0.006
O -3.992244 -3.964640 1.173244 -0.06 0.04 -0.03 0.000
H -3.072655 -3.795345 1.434713 0.07 -0.01 0.03 0.000
H -2.739961 5.658690 -0.736867 0.00 0.00 0.00 0.000
H 0.585438 -3.456050 5.815637 0.00 0.00 0.00 0.000
O -5.746214 -2.984946 0.227045 0.00 0.01 0.00 0.000
H 0.127907 -3.134843 4.148143 0.00 0.00 0.00 0.000
C -0.797681 1.293494 6.816098 0.00 -0.01 -0.01 0.000
H 3.112851 0.705192 -0.994644 -0.01 0.00 -0.01 -0.001
H 1.688872 -2.555907 4.782852 0.00 0.00 0.00 0.000
O -1.319737 -3.024089 1.902999 -0.03 0.00 0.02 0.024
C -3.664863 3.893529 -1.530981 -0.01 0.02 -0.03 0.016
H 0.275753 -0.840106 3.477654 0.02 -0.01 -0.02 0.000
O -0.392818 -1.004914 1.555528 -0.09 -0.04 0.02 0.058
N 1.328481 0.099470 0.010714 0.01 0.02 0.03 0.001
C 0.636521 -2.716995 5.018368 0.00 -0.01 0.01 0.000
C -1.379754 -1.917838 1.462553 0.07 -0.04 -0.05 0.009
C -4.388519 -0.463407 -0.107711 -0.01 0.01 0.00 0.007
H 1.272375 0.861193 7.323613 0.00 0.00 0.00 0.000
H 1.141398 -0.772746 -0.487842 -0.01 0.00 0.00 0.001
Cl -5.920299 -0.143325 -0.666280 0.01 -0.01 0.01 0.003
C 2.088483 1.050440 -0.858377 0.01 -0.01 0.01 0.001
H 0.502149 -1.022841 6.343079 -0.01 0.01 0.01 0.000
C -4.618198 -2.946490 0.605102 -0.01 -0.07 0.01 0.000
H 1.904915 -0.188728 0.804597 0.00 0.00 0.01 0.004
H 2.567873 2.388923 0.767541 0.01 -0.01 -0.01 0.000
C -2.548226 2.562420 0.641512 -0.19 0.15 -0.05 0.001
H -2.448372 2.135866 1.646346 0.02 0.00 -0.01 0.001
H -4.098891 4.417075 -2.373218 0.00 0.00 0.00 0.001
H -0.651760 2.592392 5.159081 0.00 0.00 0.00 0.001
S 0.143231 1.814572 2.891295 -0.03 0.01 0.00 0.075
H 0.530333 3.492823 0.727393 -0.01 -0.01 0.01 0.004
H 0.138910 2.997135 -0.758993 0.02 0.01 0.00 0.003
C 0.459867 1.518483 7.635104 -0.01 0.00 0.00 0.000
C -3.344204 1.887908 -0.307954 0.04 -0.02 0.04 0.014
C -2.885805 4.593975 -0.614199 0.03 -0.01 0.03 -0.001
C -2.340957 3.937552 0.478618 0.01 -0.03 -0.01 0.011
C -0.023560 -1.434595 5.484565 0.01 0.00 -0.01 0.001
H -1.805738 4.496112 1.237782 -0.01 0.00 0.01 0.001
H -1.597065 1.961749 7.131566 0.00 0.00 0.01 0.000
C -0.192979 0.848251 4.377020 0.03 -0.11 -0.02 0.018
N 0.593545 2.688196 0.103727 -0.09 0.00 -0.07 0.015
C -3.841061 -1.659648 0.436895 0.00 0.05 0.00 0.000
H 1.606106 1.071481 -1.836706 0.00 0.01 0.00 0.001



# 3
64
Properties=species:S:1:pos:R:3:forces:R:3:mulliken_charge:R:1 method="wB97M-V/def2-TZVPD" e_homo_ev=-7.10 homo_lumo_gap_ev=9.3 relative_energy_ev=1.786 charge=-1
H -49.852610 -89.327722 -0.525432 1.16 0.87 -0.05 0.274
C -49.806511 -84.451879 -1.156523 -2.72 1.96 -0.13 -0.094
F -48.002140 -90.854957 -4.223927 -0.12 -1.90 0.22 -0.359
H -49.074314 -88.124712 0.722246 -1.24 -0.85 -0.41 0.106
O -47.955849 -84.626067 3.328738 -0.99 -0.07 2.13 -0.498
H -51.869059 -91.154311 4.983202 -0.09 0.98 -0.44 0.353
O -46.780048 -84.460392 1.465516 -0.20 2.88 0.78 -0.450
C -48.923453 -83.644040 -3.106516 -0.09 -0.22 -1.97 0.707
H -44.294522 -86.972428 -3.888434 2.89 0.70 2.09 0.489
C -55.013411 -87.978068 5.548231 0.35 2.72 0.33 -0.840
C -46.317680 -85.205529 0.393174 -1.90 -3.37 4.24 0.137
H -45.358807 -85.140834 0.131524 4.00 1.27 -0.78 0.441
H -50.553886 -83.744704 -0.592247 0.94 -1.98 -1.04 0.230
O -49.961400 -88.561110 -5.558310 1.43 1.68 -2.71 -0.395
C -47.330067 -85.173495 2.514940 1.71 1.23 -3.77 0.662
H -47.344039 -86.191996 -3.996238 2.07 -0.51 1.68 -0.119
C -49.744660 -89.141038 -4.333193 2.31 -11.27 -8.16 -0.640
C -45.261894 -87.230777 -4.032470 -4.31 -4.45 0.05 -0.367
O -47.021277 -86.432023 2.271845 -1.75 -1.15 1.78 -0.399
C -45.677017 -86.673289 -6.159774 0.43 0.32 -1.25 0.595
O -52.658994 -90.162327 3.132629 -1.71 8.05 10.94 -0.174
H -55.074145 -88.123836 6.660826 -0.29 0.45 -0.86 0.288
C -52.758043 -90.620854 4.584817 -2.44 -2.93 -3.47 -0.641
H -51.349186 -91.533624 2.665891 0.21 -0.66 -0.20 0.339
H -55.898163 -87.537718 5.046951 -0.37 -1.48 0.54 0.270
O -48.944082 -83.602234 -1.809040 2.72 2.44 2.29 -0.363
O -45.163492 -87.653363 -5.402677 -0.56 0.37 -0.43 -0.337
O -46.242173 -85.711576 -5.428189 1.05 0.94 0.00 -0.342
H -50.344444 -90.082122 -4.533475 0.31 0.71 1.94 0.301
C -49.994344 -88.655903 0.347905 -0.52 -1.94 -1.12 -0.441
O -48.301978 -82.960620 -3.869069 -0.16 -0.04 0.83 -0.571
F -45.819303 -85.056503 -3.263434 0.75 0.87 0.41 -0.270
H -46.929497 -85.172783 -0.407443 -2.10 0.35 -2.71 -0.298
H -49.336304 -85.168756 -0.579514 1.51 -0.51 2.24 0.008
H -53.576682 -91.603753 4.424292 1.85 2.72 0.93 0.230
C -53.318045 -89.492113 5.369954 2.69 -0.35 1.31 -0.648
H -47.767132 -89.059260 -3.437337 0.48 0.27 0.52 -0.200
H -49.971713 -88.534874 -3.732858 -3.62 7.99 9.58 0.361
O -48.672580 -88.063264 -7.348380 0.55 -0.19 0.40 -0.516
H -50.786868 -88.022905 -0.051460 -0.07 0.79 0.57 0.289
H -52.666181 -88.679832 5.514431 2.02 1.97 -2.06 0.460
H -47.006510 -87.342326 0.348553 0.88 1.26 1.30 -0.191
H -54.385140 -87.107770 5.259099 0.60 -0.09 1.04 0.347
C -48.762554 -88.507393 -6.251911 -2.27 -0.01 0.08 0.696
O -47.837393 -89.085236 -5.491727 2.33 0.35 -0.78 -0.351
O -45.617570 -86.616199 -7.346229 0.08 -0.37 -0.28 -0.582
H -52.389591 -89.375783 0.867295 -2.26 1.60 -0.62 0.413
O -54.488281 -89.067010 4.938661 -3.48 -1.35 -2.07 -0.340
O -50.528772 -89.609625 1.275109 2.61 1.20 1.80 -0.354
H -53.113278 -91.434287 2.134958 -0.80 -3.28 -2.12 0.510
C -52.198452 -90.953415 2.309394 3.06 -3.68 -6.46 -0.761
F -47.781170 -87.424320 -1.775634 -0.26 0.21 -0.01 -0.798
H -53.152711 -89.520254 6.433769 -1.40 -2.18 1.67 0.620
H -51.726849 -90.861970 0.149213 -0.02 0.43 0.36 0.316
F -45.232311 -87.193106 1.370306 0.50 0.31 -0.57 -0.378
F -51.625666 -85.482396 -2.379582 1.36 -0.07 -0.04 -0.358
O -49.748692 -84.609376 -3.498057 -1.61 -2.71 1.00 -0.398
C -51.737754 -90.156580 1.023941 0.14 -3.00 0.33 -0.644
C -48.258903 -89.564227 -4.247370 -1.52 2.52 -0.77 1.050
C -50.241656 -85.352363 -2.266077 -1.73 1.88 -2.28 1.010
C -46.190628 -86.056310 -4.040851 -4.41 -0.74 -1.65 0.858
C -46.436904 -86.597175 1.049780 -0.23 -2.82 -2.78 0.925
H -49.739248 -86.283725 -2.112909 0.17 -1.09 -0.87 -0.227
H -45.806227 -88.206502 -3.506158 2.08 2.94 -0.52 0.055



Number 1: DFT total energy -147833.3165 eV. Number 2: DFT total energy -61406.7741 eV. Number 3: DFT total energy -63381.0644 eV.